Record 1
Here is one molecule with the formula C21H30BrClF5NO3P2 from OMol25. Energies are from ωB97M-V/def2-TZVPD.

Kohn-Sham gap, eV: 7.93
SMILES: CC[C@@H](Br)[C@@]1(c2ccncc2)[C@@H](F)O[C@@](P(C)CC)(C(F)(F)C(F)F)[C@@]1(CCCCO)P(O)Cl
Highest occupied orbital energy, eV: -8.09

Geometry (Å):
C -3.299 -2.595 2.837
C -3.537 -1.992 1.338
C -2.392 -2.242 0.294
Br -3.418 -2.761 -1.407
C -1.378 -1.157 -0.252
C -0.691 -2.030 -1.447
C -0.492 -1.562 -2.886
C 0.199 -2.453 -3.886
N 0.761 -3.739 -3.749
C 0.605 -4.116 -2.398
C -0.050 -3.412 -1.246
C -2.169 0.075 -0.890
F -3.478 0.445 -0.420
O -1.401 1.205 -0.465
C -0.343 1.120 0.541
P 0.985 2.209 -0.332
C 1.923 3.282 0.956
C 0.209 3.488 -1.489
C 0.366 5.017 -1.020
C -0.928 1.940 1.749
F -1.162 3.299 1.314
F -0.143 2.065 2.912
C -2.415 1.503 2.274
F -2.446 1.631 3.678
F -3.425 2.365 1.773
C -0.141 -0.503 0.579
C 1.375 -0.934 0.347
C 2.130 -0.801 -1.044
C 3.719 -0.614 -0.749
C 4.183 0.900 -0.585
O 3.839 1.651 -1.767
P -0.294 -1.127 2.408
O 0.990 -0.513 3.345
Cl 0.017 -3.229 2.529
H -2.761 -1.876 3.526
H -4.320 -2.851 3.296
H -2.772 -3.591 2.680
H -3.975 -0.964 1.486
H -4.443 -2.625 1.005
H -1.954 -3.263 0.591
H -0.837 -0.534 -3.227
H 0.301 -2.029 -4.948
H 1.064 -5.139 -2.153
H -0.071 -3.897 -0.217
H -2.350 0.135 -2.009
H 1.263 4.071 1.435
H 2.341 2.591 1.758
H 2.819 3.753 0.409
H -0.882 3.335 -1.746
H 0.787 3.405 -2.483
H 1.445 5.351 -0.911
H -0.083 5.651 -1.873
H -0.280 5.274 -0.106
H -2.557 0.454 1.884
H 1.638 -1.998 0.708
H 1.992 -0.260 1.059
H 2.089 -1.832 -1.560
H 1.723 -0.072 -1.802
H 4.322 -1.174 -1.555
H 3.937 -1.159 0.237
H 3.762 1.311 0.384
H 5.330 0.879 -0.450
H 4.163 1.094 -2.512
H 0.614 -0.459 4.258

Cartesian forces, eV/Å:
-0.4899 -0.3069 -0.8495
-1.7165 -0.8028 1.8426
-1.1895 -1.0163 0.6403
0.0057 0.0717 0.6075
0.5389 -1.4491 -2.0757
2.7130 -1.6462 -3.4080
0.7940 -2.2609 1.4743
-0.3307 0.5747 0.1510
-2.4620 3.2661 4.1839
-0.2854 -0.0476 0.8598
-0.3789 1.8986 -2.0035
0.4377 2.3109 0.9465
1.3111 -1.6226 -0.0471
-0.1382 0.0810 -0.7396
-1.7784 0.0114 -0.8072
1.7222 -0.0058 -0.3962
-0.1372 -0.1464 0.2041
-0.2271 1.5533 -0.3758
-0.9750 0.3463 -0.7659
-2.2265 2.1122 1.8383
1.0222 -2.4173 0.4397
-0.5565 -0.4989 -2.3770
0.0933 0.9110 -0.1831
-0.1363 -0.6226 -2.4192
2.0135 -1.8077 0.9347
1.6762 -0.5326 1.9617
1.6981 0.6050 -0.4837
1.1321 -1.6445 -0.6569
-0.6608 -0.0827 0.3334
1.0063 -1.7129 0.0876
0.5561 -0.7580 0.3825
-1.0800 0.9312 1.9329
-1.1375 -0.8425 -1.0343
0.5605 0.7811 -0.5792
-0.4522 -1.1241 -0.8670
1.4325 0.5646 -0.7420
-0.4098 1.3302 0.6637
0.8539 -0.8788 -0.7438
1.5659 1.0881 0.2224
-0.1767 1.9311 -0.6418
0.5699 -1.6323 0.3889
-0.2393 -0.6146 1.7636
-0.8041 1.6668 -0.3469
0.1708 0.5886 -1.6970
0.7592 -0.4992 1.4695
0.9701 -0.9127 -0.5416
-0.5833 0.8659 -0.9410
-1.4671 -0.7054 0.7184
1.2727 -0.1772 0.5407
-0.7545 -0.1699 1.5637
-1.3810 -0.5307 0.1018
0.7486 -0.8693 1.2106
1.2560 -0.5517 -1.1946
-0.5813 1.1207 1.0757
-0.9265 1.5266 -0.4871
-1.2148 -0.8570 -0.8734
-0.1416 1.5606 0.7310
0.5378 -0.5852 1.2492
-0.8241 1.0733 1.0568
-0.1783 0.6701 -1.3091
0.1727 -0.0289 -1.5723
-1.5832 0.1675 -0.1512
-0.3497 0.7005 0.6986
0.3831 0.0520 -0.9647

***

Record 2
Here is one molecule with the formula C2H5ClFN from OMol25. Energies are from ωB97M-V/def2-TZVPD.

Relative energy (zero: lowest compared OMol25 entry of this formula, charge and spin), eV: 2.280
Kohn-Sham gap, eV: 10.82
SMILES: NC[C@@H](F)Cl
Highest occupied orbital energy, eV: -9.86

Geometry (Å):
N 1.624 -0.026 -0.298
C 0.110 -0.630 -0.182
C -0.950 0.345 0.323
F -0.598 1.394 -0.254
Cl -2.509 -0.033 -0.224
H 2.131 -0.147 0.650
H 1.555 1.106 -0.566
H -0.310 -0.924 -1.105
H -0.238 -1.602 0.339
H -0.815 0.518 1.317

Cartesian forces, eV/Å:
-2.2346 1.1691 1.2681
0.2421 -1.2681 1.3366
2.0998 -4.1352 -0.1685
1.1880 7.6282 -3.2881
-2.1115 -1.0025 0.0547
-1.3283 0.5679 -2.0159
0.0050 -4.1835 1.3197
0.5794 0.2504 -1.9226
2.2562 0.9959 0.0837
-0.6960 -0.0221 3.3323

***

Record 3
Here is a 4-piece molecular cluster, C19H14ClNO18P2 overall from OMol25. Energies are from ωB97M-V/def2-TZVPD.

Kohn-Sham gap, eV: 7.70
SMILES: N#COO[P@](=O)(O)OP(O)Cl.O=C1C=C(O)C(=O)C=C1O.O=C1C=C(O)C(=O)C=C1O.O=C1C=C(O)C(=O)C=C1O
Highest occupied orbital energy, eV: -9.63

Geometry (Å):
N -2.607 3.966 2.679
C -3.030 3.461 1.736
O -3.487 2.895 0.662
O -3.779 1.498 0.987
P -2.580 0.520 0.477
O -3.038 -0.855 0.513
O -1.416 0.987 1.431
O -2.215 1.084 -0.968
P -0.694 1.567 -1.483
O -0.999 1.596 -3.049
Cl -0.790 3.570 -0.993
H -0.515 0.671 1.230
H -1.876 1.933 -3.290
O 2.416 4.693 3.583
C 2.571 3.506 3.386
C 1.689 2.680 2.579
C 1.979 1.383 2.455
O 1.247 0.520 1.746
C 3.178 0.741 3.114
O 3.321 -0.456 2.924
C 4.060 1.557 3.907
C 3.781 2.864 4.038
O 4.514 3.709 4.736
H 0.828 3.144 2.114
H 1.667 -0.359 1.835
H 4.918 1.089 4.369
H 4.075 4.581 4.663
O -3.025 3.230 -4.912
C -3.183 2.438 -5.831
C -2.117 1.738 -6.501
C -2.432 0.898 -7.501
O -1.548 0.203 -8.189
C -3.864 0.665 -7.949
O -4.015 -0.110 -8.875
C -4.930 1.360 -7.264
C -4.615 2.197 -6.265
O -5.502 2.886 -5.569
H -1.100 1.909 -6.178
H -2.059 -0.311 -8.847
H -5.948 1.183 -7.580
H -4.994 3.414 -4.922
O 1.049 -7.409 3.226
C 1.722 -6.404 3.372
C 1.582 -5.195 2.593
C 2.394 -4.157 2.845
O 2.326 -3.019 2.175
C 3.464 -4.212 3.918
O 4.164 -3.228 4.052
C 3.590 -5.420 4.710
C 2.774 -6.452 4.459
O 2.801 -7.602 5.115
H 0.820 -5.164 1.828
H 2.976 -2.375 2.518
H 4.347 -5.448 5.480
H 2.104 -8.156 4.711

Cartesian forces, eV/Å:
0.0320 0.1720 0.0633
0.0689 -0.1289 0.1159
-0.0039 -0.1665 -0.0224
-0.3055 0.0879 -0.1171
0.1892 0.0656 -0.0597
0.0131 0.0595 0.0524
-0.1312 -0.0230 -0.3436
0.1705 0.0833 0.1238
-0.0353 -0.1848 -0.1893
-0.0660 -0.1401 0.1962
-0.0473 0.1085 0.0511
0.1060 -0.0076 0.3252
0.0049 0.2538 -0.1913
0.0318 0.0233 0.0013
-0.0757 -0.0484 -0.0588
-0.0630 0.0652 -0.0384
-0.0301 0.0454 0.0320
-0.0646 -0.1041 -0.1623
0.0356 0.0265 0.0337
-0.0159 0.0063 -0.0896
0.0640 -0.0744 0.0079
-0.0291 0.0026 -0.0072
0.0709 -0.0295 0.0452
-0.0139 -0.0143 0.0185
0.0780 0.0201 0.0522
-0.0015 0.0181 0.0135
-0.0407 0.0169 -0.0216
-0.0051 -0.1458 0.1899
0.0883 -0.0412 -0.1208
0.0559 0.0545 0.1005
-0.0165 -0.0198 -0.0192
0.0817 0.0274 0.0310
-0.0979 0.0345 0.0280
0.0248 -0.0151 -0.0010
-0.0525 -0.0563 -0.0611
0.0270 0.0379 -0.0154
-0.0776 -0.0073 -0.0248
0.0041 -0.0114 -0.0175
-0.0536 -0.0080 -0.0153
-0.0035 0.0169 0.0141
0.0411 0.0060 0.0106
0.0013 -0.0060 0.0155
-0.0167 0.0501 -0.0422
-0.0734 -0.0329 -0.0549
0.0126 -0.0693 0.0420
-0.1554 0.1905 -0.2293
0.0370 -0.0541 0.0480
-0.0167 0.0280 -0.0224
0.0488 0.0386 0.0400
-0.0058 0.0070 -0.0180
0.0600 -0.0091 0.0590
0.0090 0.0199 -0.0033
0.1754 -0.1608 0.2707
-0.0021 -0.0128 -0.0009
-0.0313 0.0049 -0.0342

***

Record 4
Here is one molecule with the formula C5H8O2 from OMol25. Energies are from ωB97M-V/def2-TZVPD.

Relative energy (zero: lowest compared OMol25 entry of this formula, charge and spin), eV: 2.407
Kohn-Sham gap, eV: 11.05
SMILES: C#C[C@](C)(O)CO
Highest occupied orbital energy, eV: -10.18

Geometry (Å):
C 2.312 0.368 -0.620
C 1.220 -0.109 -0.424
C -0.225 -0.357 -0.215
C -0.519 -1.534 0.708
O -0.857 -0.662 -1.448
C -0.790 0.951 0.417
O -0.183 2.130 -0.043
H 3.284 0.772 -0.803
H -1.592 -1.549 0.928
H 0.035 -1.436 1.644
H -0.252 -2.479 0.228
H -0.635 0.035 -2.079
H -0.731 0.858 1.514
H -1.841 1.003 0.121
H 0.773 2.008 0.072

Cartesian forces, eV/Å:
-0.3424 -0.3381 0.0958
0.4898 0.2442 -0.0751
0.1361 0.0259 0.2363
0.0170 -0.0248 0.0627
0.0693 0.2130 -0.2202
-0.2511 -0.2746 0.1066
0.0723 0.0390 0.0053
-0.1218 -0.1778 0.0319
0.1489 -0.0021 -0.0334
-0.0765 -0.0214 -0.1139
0.0023 0.1758 0.0223
-0.0645 -0.0553 0.0631
0.0479 0.0857 -0.2091
0.0606 -0.0515 0.1300
-0.1880 0.1619 -0.1022

***

Question: What is the Kohn-Sham gap in the second record?
Answer: 10.82 eV

***

Question: Kohn-Sham gap of number 3 (C19H14ClNO18P2)?
Answer: 7.70 eV

***

Question: Look up the Kohn-Sham gap of the fourth one.
Answer: 11.05 eV

***

Question: What is the highest occupied orbital energy in the third record?
Answer: -9.63 eV